{
  "formula": "C24H23ClF32GaO5",
  "method": "ωB97M-V/def2-TZVPD",
  "gap_ev": 6.8,
  "total_charge": -1,
  "lumo_ev": 1.79,
  "symbols": ["C", "C", "Ga", "Cl", "C", "O", "C", "H", "H", "H", "H", "H", "H", "H", "C", "C", "C", "F", "F", "F", "F", "O", "C", "C", "F", "F", "F", "F", "H", "H", "H", "H", "C", "C", "C", "F", "F", "F", "F", "O", "C", "C", "F", "F", "F", "F", "H", "H", "H", "H", "C", "C", "C", "F", "F", "F", "F", "O", "C", "C", "F", "F", "F", "F", "H", "H", "H", "H", "C", "C", "C", "F", "F", "F", "F", "O", "C", "C", "F", "F", "F", "F", "H", "H", "H", "H"],
  "positions_angstrom": [[3.437, 2.632, -4.576], [2.261, 2.339, -4.621], [0.270, 2.049, -4.626], [-0.078, -0.199, -4.550], [-0.529, 2.991, -3.007], [-1.222, 4.206, -3.341], [-0.388, 5.155, -3.962], [4.416, 3.047, -4.485], [-0.320, 2.655, -5.974], [-1.239, 2.366, -2.462], [0.280, 3.236, -2.301], [-0.686, 6.152, -3.622], [-0.489, 5.118, -5.051], [0.667, 5.006, -3.710], [-0.014, 0.209, 1.105], [-0.355, -1.129, 1.773], [0.771, -1.861, 2.505], [1.755, -2.214, 1.658], [0.266, -2.992, 3.059], [-0.953, -1.960, 0.896], [-1.270, -0.839, 2.755], [0.227, 0.186, -0.277], [1.481, -0.040, -0.791], [1.509, -1.310, -1.642], [1.142, -2.377, -0.878], [2.775, -1.522, -2.062], [2.421, -0.075, 0.188], [1.784, 0.990, -1.594], [-0.919, 0.807, 1.210], [0.773, 0.730, 1.652], [1.180, -1.235, 3.303], [0.830, -1.210, -2.492], [-1.861, -3.739, -4.368], [-1.161, -4.994, -4.901], [-1.951, -6.304, -4.870], [-2.256, -6.664, -3.607], [-1.193, -7.289, -5.412], [0.033, -5.165, -4.301], [-0.933, -4.763, -6.230], [-1.554, -3.329, -3.053], [-2.218, -3.805, -1.961], [-1.273, -4.528, -0.996], [-0.683, -5.573, -1.612], [-1.998, -5.009, 0.045], [-3.270, -4.581, -2.296], [-2.713, -2.741, -1.286], [-1.484, -2.921, -4.984], [-2.938, -3.784, -4.537], [-2.870, -6.211, -5.454], [-0.512, -3.840, -0.629], [-6.587, 0.238, 5.791], [-6.761, -0.876, 6.831], [-6.141, -0.651, 8.212], [-4.802, -0.539, 8.130], [-6.429, -1.716, 8.997], [-6.355, -2.058, 6.328], [-8.108, -0.962, 7.062], [-5.561, 0.073, 4.838], [-4.286, 0.515, 5.071], [-3.274, -0.634, 5.043], [-3.583, -1.557, 5.980], [-2.053, -0.133, 5.336], [-4.200, 1.225, 6.212], [-3.955, 1.344, 4.057], [-7.504, 0.212, 5.204], [-6.544, 1.218, 6.267], [-6.554, 0.248, 8.676], [-3.262, -1.106, 4.061], [6.143, 2.332, -1.346], [6.628, 1.831, 0.019], [5.590, 1.724, 1.137], [5.082, 2.935, 1.444], [6.194, 1.233, 2.247], [7.688, 2.556, 0.442], [7.060, 0.550, -0.183], [6.371, 3.693, -1.652], [5.465, 4.664, -1.316], [6.087, 5.696, -0.371], [6.520, 5.101, 0.759], [5.150, 6.611, -0.038], [4.335, 4.157, -0.802], [5.140, 5.330, -2.448], [6.751, 1.792, -2.070], [5.108, 2.041, -1.534], [4.781, 1.049, 0.847], [6.925, 6.195, -0.861]],
  "mulliken_charge": [0.704, -1.307, 0.075, -0.444, -0.358, -0.474, -0.653, 0.450, -0.303, 0.317, 0.291, 0.265, 0.217, 0.236, -0.822, 1.006, -0.005, -0.222, -0.287, -0.224, -0.246, -0.340, 0.551, 1.115, -0.305, -0.282, -0.321, -0.237, 0.412, 0.300, 0.337, -0.474, -0.799, 0.935, 0.081, -0.221, -0.274, -0.262, -0.341, -0.174, 0.724, 0.955, -0.253, -0.300, -0.324, -0.262, 0.369, 0.302, 0.273, -0.359, -0.720, 0.889, 0.076, -0.209, -0.270, -0.268, -0.334, -0.366, 0.711, 0.304, -0.243, -0.279, -0.294, -0.293, 0.398, 0.332, 0.287, 0.262, -0.681, 0.777, 0.449, -0.218, -0.296, -0.290, -0.326, -0.373, 0.769, 0.159, -0.224, -0.262, -0.254, -0.288, 0.385, 0.381, 0.019, 0.247]
}


{
  "formula": "C24H23ClGeIKN3OS",
  "method": "ωB97M-V/def2-TZVPD",
  "gap_ev": 8.1,
  "total_charge": 1,
  "lumo_ev": -2.63,
  "e_above_lowest_kj_mol": 40.93,
  "symbols": ["K", "Cl", "C", "C", "C", "I", "C", "O", "C", "N", "C", "C", "C", "C", "H", "H", "H", "H", "Ge", "C", "C", "C", "C", "C", "C", "C", "C", "C", "C", "C", "C", "H", "H", "H", "H", "H", "H", "H", "H", "H", "H", "H", "C", "N", "C", "S", "N", "C", "H", "H", "H", "H", "H", "H", "H", "H"],
  "positions_angstrom": [[-2.958, 0.639, -0.935], [2.421, -3.286, -3.994], [1.550, -2.018, -3.197], [0.463, -1.464, -3.792], [-0.273, -0.430, -3.151], [-1.928, 0.353, -4.136], [0.090, 0.023, -1.916], [-0.585, 0.956, -1.216], [1.248, -0.547, -1.316], [1.558, -0.019, -0.115], [2.610, -0.465, 0.527], [3.418, -1.495, 0.007], [3.109, -2.042, -1.209], [1.990, -1.562, -1.923], [0.153, -1.818, -4.766], [2.849, 0.008, 1.473], [4.281, -1.830, 0.565], [3.721, -2.826, -1.635], [-0.079, 1.608, 0.510], [1.465, 2.650, 0.926], [1.928, 2.612, 2.242], [3.042, 3.355, 2.619], [3.706, 4.132, 1.681], [3.254, 4.174, 0.368], [2.137, 3.441, -0.007], [-1.592, 2.868, 0.351], [-2.799, 2.645, 1.028], [-3.915, 3.450, 0.798], [-3.835, 4.504, -0.102], [-2.641, 4.751, -0.769], [-1.537, 3.937, -0.548], [-0.528, 0.582, 1.555], [1.421, 2.010, 2.989], [3.390, 3.328, 3.644], [4.575, 4.707, 1.971], [3.773, 4.780, -0.365], [1.809, 3.483, -1.040], [-2.884, 1.839, 1.755], [-4.842, 3.263, 1.326], [-4.698, 5.134, -0.279], [-2.574, 5.576, -1.467], [-0.625, 4.143, -1.098], [-0.040, -5.497, 2.048], [-0.257, -4.176, 1.492], [-1.318, -3.810, 0.748], [-1.421, -2.238, 0.122], [-2.246, -4.750, 0.534], [-3.468, -4.541, -0.224], [0.844, -5.466, 2.679], [0.117, -6.248, 1.270], [-0.875, -5.799, 2.684], [0.454, -3.473, 1.578], [-2.123, -5.650, 0.964], [-4.143, -3.858, 0.289], [-3.952, -5.509, -0.339], [-3.237, -4.136, -1.207]],
  "mulliken_charge": [0.990, -0.250, 0.555, -0.604, 0.109, -0.015, -0.216, -0.609, 0.746, 0.178, -0.376, -0.911, -0.872, 0.075, 0.407, 0.487, 0.466, 0.450, 1.168, 0.339, -0.489, -0.643, -0.470, -0.752, -0.071, -0.295, -0.401, -0.435, -0.546, -0.819, -0.164, -0.062, 0.396, 0.419, 0.396, 0.409, 0.368, 0.458, 0.440, 0.418, 0.415, 0.266, -1.074, -0.053, -0.045, -0.166, -0.088, -0.929, 0.364, 0.340, 0.336, 0.203, 0.228, 0.279, 0.351, 0.295]
}


{
  "formula": "C24H23ClN2OPPt",
  "method": "ωB97M-V/def2-TZVPD",
  "gap_ev": [5.2, 4.2],
  "total_charge": 3,
  "lumo_ev": [-8.87, -13.07],
  "spin_multiplicity": 5,
  "e_above_lowest_kj_mol": 0.00,
  "s_squared": 6.071,
  "symbols": ["Pt", "Cl", "C", "O", "P", "C", "C", "C", "C", "C", "C", "C", "C", "H", "H", "H", "H", "H", "C", "C", "C", "C", "C", "H", "H", "H", "H", "H", "C", "C", "C", "C", "C", "H", "H", "H", "H", "H", "H", "H", "N", "C", "C", "C", "C", "C", "N", "H", "H", "H", "H", "H", "H"],
  "positions_angstrom": [[-0.549, -0.876, 0.983], [-2.404, 0.624, 1.167], [0.663, -2.231, 0.691], [1.410, -3.105, 0.567], [0.335, 0.524, -0.513], [1.478, 1.785, 0.160], [1.386, -0.243, -1.798], [-0.908, 1.401, -1.513], [1.000, -0.277, -3.144], [1.863, -0.808, -4.101], [3.094, -1.344, -3.720], [3.466, -1.342, -2.374], [2.616, -0.796, -1.412], [0.038, 0.126, -3.453], [1.565, -0.796, -5.148], [3.765, -1.761, -4.474], [4.423, -1.764, -2.068], [2.928, -0.783, -0.368], [1.380, 2.163, 1.508], [2.243, 3.125, 2.037], [3.228, 3.708, 1.234], [3.350, 3.324, -0.105], [2.480, 2.370, -0.638], [0.628, 1.705, 2.150], [2.143, 3.425, 3.082], [3.899, 4.462, 1.648], [4.119, 3.768, -0.740], [2.592, 2.075, -1.681], [-0.819, 2.772, -1.769], [-1.829, 3.404, -2.502], [-2.949, 2.687, -2.927], [-3.049, 1.319, -2.652], [-2.021, 0.674, -1.974], [0.029, 3.339, -1.386], [-1.738, 4.467, -2.727], [-3.751, 3.186, -3.475], [-3.925, 0.747, -2.958], [-2.104, -0.392, -1.759], [-0.386, 0.464, 3.451], [-0.635, 0.042, 2.846], [-3.409, -2.347, 1.250], [-2.660, -2.756, 2.309], [-3.147, -3.739, 3.200], [-2.344, -4.185, 4.232], [-1.046, -3.676, 4.345], [-0.610, -2.706, 3.447], [-1.417, -2.251, 2.459], [-3.289, -1.400, 0.900], [-4.315, -2.797, 1.153], [-4.156, -4.094, 3.012], [-2.706, -4.926, 4.940], [-0.352, -4.017, 5.113], [0.397, -2.275, 3.497]],
  "mulliken_charge": [1.115, -0.463, 0.202, -0.483, 1.094, 0.472, 0.339, -0.115, -0.395, -0.576, -0.509, -0.847, -0.091, 0.409, 0.478, 0.460, 0.467, 0.552, -0.361, -0.646, -0.527, -0.774, -0.197, 0.076, 0.446, 0.441, 0.436, 0.524, -0.494, -0.596, -0.531, -0.721, 0.275, 0.476, 0.485, 0.467, 0.477, 0.537, 0.000, -0.064, -0.099, 0.875, -0.651, -0.449, -0.688, 0.171, -0.071, 0.017, 0.316, 0.381, 0.466, 0.430, 0.467]
}


{
  "formula": "C24H23F2N3O2S",
  "method": "ωB97M-V/def2-TZVPD",
  "gap_ev": 8.3,
  "smiles": "CN(C)c1ccc([C@H](CNS(=O)(=O)c2ccc(F)c(F)c2)c2c[nH]c3ccccc23)cc1",
  "lumo_ev": 0.61,
  "symbols": ["C", "N", "C", "C", "C", "C", "C", "C", "C", "N", "S", "O", "O", "C", "C", "C", "C", "F", "C", "F", "C", "C", "C", "N", "C", "C", "C", "C", "C", "C", "C", "C", "H", "H", "H", "H", "H", "H", "H", "H", "H", "H", "H", "H", "H", "H", "H", "H", "H", "H", "H", "H", "H", "H", "H"],
  "positions_angstrom": [[1.349, 4.296, 2.251], [0.728, 3.329, 3.122], [0.787, 3.554, 4.545], [0.386, 2.090, 2.640], [-0.158, 1.105, 3.479], [-0.526, -0.130, 2.987], [-0.376, -0.451, 1.644], [-0.700, -1.838, 1.142], [0.547, -2.728, 1.364], [1.778, -2.186, 0.848], [2.474, -2.644, -0.565], [3.878, -2.398, -0.432], [2.017, -3.964, -0.882], [1.906, -1.513, -1.850], [1.284, -2.001, -2.981], [0.854, -1.124, -3.963], [1.063, 0.235, -3.800], [0.638, 1.086, -4.742], [1.731, 0.715, -2.677], [1.956, 2.029, -2.534], [2.161, -0.164, -1.697], [-1.192, -1.869, -0.275], [-0.972, -2.850, -1.200], [-1.632, -2.558, -2.364], [-2.304, -1.382, -2.213], [-3.103, -0.684, -3.110], [-3.680, 0.488, -2.671], [-3.477, 0.947, -1.367], [-2.684, 0.262, -0.476], [-2.066, -0.918, -0.896], [0.163, 0.519, 0.810], [0.537, 1.759, 1.286], [2.338, 3.971, 1.905], [0.719, 4.482, 1.379], [1.465, 5.238, 2.783], [1.439, 2.829, 5.046], [-0.211, 3.490, 4.989], [1.175, 4.551, 4.739], [-0.306, 1.303, 4.527], [-0.945, -0.860, 3.666], [-1.491, -2.255, 1.781], [0.428, -3.704, 0.898], [0.678, -2.873, 2.443], [1.996, -1.250, 1.147], [1.158, -3.066, -3.081], [0.361, -1.469, -4.858], [2.702, 0.203, -0.840], [-0.379, -3.740, -1.129], [-1.641, -3.136, -3.186], [-3.266, -1.052, -4.112], [-4.305, 1.059, -3.342], [-3.959, 1.863, -1.056], [-2.543, 0.628, 0.530], [0.270, 0.308, -0.243], [0.949, 2.468, 0.588]],
  "mulliken_charge": [-1.018, 0.078, -1.081, 0.801, -0.607, -1.197, -1.382, 1.125, -1.469, -0.078, 1.230, -0.721, -0.682, -0.029, -0.406, -0.538, 0.322, -0.343, 0.535, -0.374, -0.629, -0.089, -1.765, 0.257, -0.842, -0.960, -0.571, -0.965, -0.093, 1.213, 0.076, -0.535, 0.351, 0.295, 0.311, 0.373, 0.304, 0.313, 0.436, 0.455, 0.717, 0.596, 0.437, 0.316, 0.655, 0.464, 0.482, 0.654, 0.279, 0.427, 0.403, 0.419, 0.517, 1.043, 0.492]
}